Entry 1:
Entry from the OMol25 dataset: C53H59InN3P2 as an isolated structure at a distorted geometry (ωB97M-V/def2-TZVPD).

Results
* electronic energy: -3091.72664 a.u.
* lowest unoccupied orbital energy: -3.46 eV
* energy relative to the best compared isomer or geometry (same formula, charge and spin): 0.000 eV
* strongest force on any atom: 2.8 eV/A
* frontier orbital gap: 0.253 hartree
* charge: +1

Last column: Löwdin charge in e.
Atoms and positions in Å:
In 11.93 15.65 12.73  0.92
C 9.45 14.45 13.28  -0.07
C 9.43 13.56 14.35  -0.09
C 10.07 14.26 15.48  -0.11
C 10.32 15.54 15.12  -0.06
C 9.98 15.73 13.70  -0.40
C 9.30 17.06 13.27  -0.55
C 10.08 18.26 13.79  -0.05
C 7.87 17.03 13.97  -0.01
C 9.04 17.19 11.78  -0.04
C 10.40 13.76 16.89  -0.46
C 9.18 13.09 17.60  -0.02
C 10.99 14.85 17.75  -0.08
C 11.63 12.75 16.75  -0.02
C 8.66 12.26 14.26  -0.49
C 9.47 11.06 14.79  -0.05
C 8.34 11.77 12.79  -0.05
C 7.27 12.47 14.94  -0.02
H 9.06 14.24 12.29  0.11
H 10.71 16.25 15.80  0.09
H 10.23 18.19 14.89  0.10
H 9.51 19.15 13.62  0.09
H 11.05 18.44 13.31  0.07
H 8.01 16.80 15.03  0.09
H 7.21 16.33 13.51  0.08
H 7.49 18.04 13.96  0.08
H 9.98 17.18 11.23  0.04
H 8.55 18.16 11.54  0.12
H 8.44 16.34 11.45  0.09
H 8.33 13.76 17.52  0.09
H 9.40 12.93 18.64  0.08
H 8.93 12.16 17.14  0.04
H 10.39 15.76 17.88  0.09
H 11.91 15.21 17.30  0.07
H 11.30 14.55 18.76  0.10
H 11.26 11.88 16.24  0.02
H 12.06 12.57 17.71  0.08
H 12.39 13.19 16.10  0.06
H 10.44 11.04 14.23  0.07
H 9.00 10.09 14.62  0.09
H 9.70 11.13 15.86  0.05
H 9.24 11.55 12.26  0.05
H 7.73 12.45 12.19  0.08
H 7.77 10.83 12.88  0.09
H 7.32 12.34 16.05  0.07
H 6.66 11.62 14.57  0.09
H 6.84 13.43 14.66  0.09
N 14.49 12.83 12.86  -0.40
P 14.28 14.45 13.21  0.91
C 15.61 15.19 12.22  -0.35
C 16.82 15.56 12.75  -0.07
C 17.87 16.03 11.93  -0.03
C 17.53 16.27 10.60  -0.08
C 16.36 15.86 10.03  -0.07
C 15.40 15.28 10.85  -0.11
C 14.81 14.79 14.85  -0.39
C 15.14 16.08 15.27  -0.09
C 15.60 16.25 16.58  -0.04
C 15.77 15.13 17.39  -0.06
C 15.38 13.87 16.98  -0.06
C 14.85 13.70 15.71  -0.10
P 13.17 11.82 13.04  0.99
C 13.90 10.33 13.79  -0.36
C 14.68 9.36 13.14  -0.09
C 15.05 8.20 13.81  -0.07
C 14.59 7.95 15.11  -0.09
C 13.83 8.87 15.77  -0.08
C 13.46 10.05 15.11  -0.10
C 12.80 11.15 11.33  -0.33
C 12.07 10.03 11.31  -0.08
C 11.17 9.50 10.20  -0.05
C 10.86 9.96 9.02  -0.06
C 12.19 12.15 9.01  -0.14
C 12.90 12.19 10.31  -0.19
H 15.39 12.54 12.49  0.11
H 16.98 15.44 13.80  0.10
H 18.84 16.33 12.31  0.11
H 18.31 16.66 9.98  0.10
H 16.17 16.07 8.93  0.14
H 14.52 14.96 10.26  0.10
H 15.05 16.94 14.61  0.09
H 15.86 17.23 16.89  0.10
H 16.17 15.28 18.37  0.10
H 15.59 13.01 17.61  0.12
H 14.61 12.69 15.37  0.09
H 15.00 9.57 12.11  0.11
H 15.56 7.41 13.27  0.11
H 14.86 6.97 15.54  0.12
H 13.44 8.65 16.78  0.12
H 12.78 10.69 15.62  0.05
H 11.96 9.42 12.18  0.09
H 10.60 8.64 10.51  0.10
H 10.15 9.42 8.37  0.12
H 12.67 12.83 8.29  0.17
H 13.82 12.80 10.45  0.12
C 10.26 11.89 7.65  -0.03
C 11.39 11.14 8.26  -0.27
C 11.58 12.93 10.15  -0.16
C 11.19 14.21 9.71  -0.25
C 10.30 14.28 8.72  0.00
C 9.83 13.15 7.90  -0.04
N 11.70 15.34 10.44  0.00
N 12.01 16.34 9.77  0.14
C 12.70 17.37 10.51  -0.31
C 13.11 18.42 9.69  -0.02
C 13.92 19.39 10.24  -0.06
C 14.26 19.34 11.61  -0.03
C 13.79 18.25 12.36  -0.13
C 13.00 17.25 11.85  -0.26
H 9.70 11.33 6.88  0.13
H 12.00 10.79 7.40  0.17
H 10.74 12.37 10.66  0.17
H 9.91 15.24 8.46  0.11
H 8.95 13.44 7.36  0.10
H 12.84 18.49 8.65  0.12
H 14.20 20.26 9.64  0.11
H 14.86 20.13 12.10  0.12
H 14.09 18.17 13.45  0.10



Entry 2:
Entry from the OMol25 dataset: C35H29FeN4O2P2S2 as an isolated structure at a distorted geometry (ωB97M-V/def2-TZVPD).

Results
* electronic energy: -4463.64621 a.u.
* lowest unoccupied orbital energy (spin up / spin down): 2.30 / 2.30 eV
* energy relative to the best compared isomer or geometry (same formula, charge and spin): 0.000 eV
* strongest force on any atom: 1.1 eV/A
* frontier orbital gap (spin up / spin down): 0.253 / 0.256 hartree
* charge: -1
* spin multiplicity: 5

Last column: Löwdin charge in e.
Atoms and positions in Å:
Fe -0.66 1.82 -0.53  0.22
N -0.96 4.13 -0.78  -0.06
C -0.70 4.85 0.46  -0.17
C -1.18 4.02 1.64  -0.65
O -1.30 4.53 2.75  0.02
O -1.39 2.79 1.34  -0.23
H -0.44 4.49 -1.57  0.08
H -1.94 4.13 -1.02  0.07
H -1.15 5.85 0.52  0.11
H 0.38 4.97 0.57  0.12
C -0.39 -2.34 2.10  -0.14
N -0.58 -1.27 1.13  -0.52
P -0.93 0.36 1.54  0.97
C 0.38 0.75 2.76  -0.32
C 0.38 0.17 4.03  -0.10
C 1.44 0.37 4.90  -0.08
C 2.51 1.17 4.52  -0.09
C 2.51 1.77 3.26  -0.07
C 1.45 1.56 2.39  -0.09
C -2.44 0.22 2.56  -0.33
C -3.33 -0.83 2.33  -0.10
C -4.51 -0.92 3.07  -0.09
C -4.80 0.04 4.02  -0.10
C -3.93 1.10 4.24  -0.08
C -2.75 1.19 3.51  -0.08
P -0.14 -1.35 -0.51  0.98
C -0.69 -3.03 -0.98  -0.36
C 0.15 -4.14 -1.12  -0.09
C -0.38 -5.38 -1.48  -0.09
C -1.74 -5.52 -1.71  -0.10
C -2.58 -4.42 -1.58  -0.09
C -2.05 -3.19 -1.23  -0.11
C 1.67 -1.50 -0.57  -0.39
C 2.50 -1.36 0.54  -0.09
C 3.88 -1.32 0.40  -0.08
C 4.45 -1.42 -0.86  -0.09
C 3.64 -1.56 -1.98  -0.08
C 2.26 -1.58 -1.84  -0.12
H -1.09 -2.24 2.92  0.07
H 0.62 -2.35 2.52  0.07
H -0.56 -3.31 1.62  0.08
H -0.45 -0.44 4.35  0.10
H 1.43 -0.09 5.88  0.10
H 3.34 1.34 5.20  0.10
H 3.34 2.39 2.95  0.10
H 1.48 2.02 1.41  0.06
H -3.10 -1.57 1.58  0.09
H -5.19 -1.74 2.88  0.10
H -5.72 -0.03 4.60  0.10
H -4.16 1.86 4.97  0.10
H -2.09 2.04 3.64  0.10
H 1.21 -4.04 -0.93  0.10
H 0.28 -6.23 -1.58  0.10
H -2.14 -6.49 -2.00  0.10
H -3.64 -4.52 -1.77  0.10
H -2.70 -2.33 -1.16  0.10
H 2.06 -1.23 1.52  0.08
H 4.51 -1.19 1.27  0.10
H 5.53 -1.38 -0.98  0.10
H 4.07 -1.61 -2.97  0.10
H 1.63 -1.64 -2.72  0.11
S 1.48 2.04 -1.48  0.56
C 1.10 1.87 -3.18  -0.67
C 2.15 1.91 -4.10  -0.09
C 1.97 1.77 -5.46  -0.21
C 3.12 1.82 -6.35  -0.19
N 4.03 1.86 -7.04  0.14
C 0.68 1.56 -5.95  -0.21
C -0.38 1.51 -5.06  -0.08
C -0.21 1.66 -3.68  -0.68
S -1.64 1.58 -2.66  0.53
C 0.43 1.39 -7.37  -0.19
N 0.23 1.25 -8.50  0.14
H 3.16 2.07 -3.72  0.11
H -1.38 1.35 -5.45  0.11



Entry 3:
Entry from the OMol25 dataset: C23H46ClHgO6PSi3 as an isolated structure at a distorted geometry (ωB97M-V/def2-TZVPD).

Results
* electronic energy: -3179.10322 a.u.
* lowest unoccupied orbital energy (spin up / spin down): 2.39 / 1.05 eV
* energy relative to the best compared isomer or geometry (same formula, charge and spin): 1.080 eV
* strongest force on any atom: 1.0 eV/A
* frontier orbital gap (spin up / spin down): 0.260 / 0.214 hartree
* charge: -1
* spin multiplicity: 2

Last column: Löwdin charge in e.
Atoms and positions in Å:
Hg 0.26 0.23 -1.40  0.72
C -3.13 -1.22 0.37  -0.16
O -2.11 -0.31 0.64  -0.38
Si -2.12 0.93 1.72  0.34
C -2.84 0.32 3.39  -0.16
C -3.40 2.23 1.13  -0.16
C -0.33 1.46 1.81  -0.34
Si 0.20 3.18 1.25  0.41
C -0.60 3.86 -0.34  -0.18
C 2.08 3.35 0.92  -0.19
C -0.18 4.46 2.65  -0.18
Si 0.91 0.40 2.76  0.45
C 0.24 -1.19 3.59  -0.18
C 2.39 -0.22 1.72  -0.18
C 1.60 1.43 4.23  -0.18
H -4.12 -0.76 0.47  0.08
H -3.07 -2.07 1.07  0.08
H -3.00 -1.59 -0.64  0.08
H -3.92 0.45 3.45  0.02
H -2.40 0.85 4.23  0.02
H -2.63 -0.74 3.54  0.01
H -4.42 1.97 1.41  0.02
H -3.38 2.32 0.05  0.02
H -3.20 3.21 1.54  0.02
H -0.29 3.28 -1.21  -0.01
H -0.30 4.89 -0.52  0.03
H -1.69 3.83 -0.31  0.00
H 2.37 2.75 0.06  0.02
H 2.68 3.03 1.76  0.01
H 2.34 4.38 0.69  0.03
H -1.22 4.43 2.95  0.01
H 0.05 5.47 2.33  0.02
H 0.42 4.25 3.53  0.01
H -0.24 -1.83 2.86  0.02
H -0.48 -0.97 4.37  0.01
H 1.05 -1.76 4.04  0.02
H 3.25 -0.47 2.34  0.03
H 2.11 -1.11 1.17  -0.01
H 2.72 0.52 1.00  0.00
H 0.79 1.81 4.85  0.02
H 2.17 2.28 3.89  0.00
H 2.24 0.84 4.87  0.02
Cl -4.22 4.82 -4.71  0.61
C -2.76 3.88 -4.71  -0.69
C -1.60 4.43 -5.24  -0.12
C -0.45 3.66 -5.27  -0.03
C -0.44 2.37 -4.76  -0.13
C -1.61 1.84 -4.22  -0.06
C -2.78 2.59 -4.19  -0.12
C 0.86 1.53 -4.89  -0.72
O 1.70 1.98 -5.68  -0.04
O 0.93 0.49 -4.21  -0.19
H -1.60 5.44 -5.62  0.09
H 0.46 4.04 -5.69  0.11
H -1.61 0.83 -3.83  0.08
H -3.68 2.18 -3.78  0.09
C -1.81 -5.06 -0.45  -0.09
C -1.13 -4.74 -1.78  -0.33
O 0.25 -4.54 -1.64  -0.31
P 0.76 -3.14 -0.91  0.84
O 2.25 -3.32 -1.53  -0.33
C 3.02 -2.21 -1.96  -0.32
C 4.49 -2.53 -1.74  -0.07
O 1.00 -3.66 0.62  -0.34
C 1.86 -4.74 0.96  -0.31
C 2.40 -4.49 2.35  -0.07
H -2.89 -5.13 -0.57  0.07
H -1.58 -4.27 0.26  0.05
H -1.43 -6.01 -0.06  0.07
H -1.59 -3.85 -2.23  0.10
H -1.24 -5.58 -2.49  0.11
H 2.75 -1.32 -1.40  0.05
H 2.81 -2.02 -3.02  0.12
H 4.67 -2.76 -0.69  0.07
H 5.09 -1.68 -2.04  0.07
H 4.79 -3.39 -2.34  0.07
H 2.67 -4.81 0.23  0.11
H 1.29 -5.68 0.93  0.11
H 2.95 -3.56 2.37  0.07
H 3.06 -5.30 2.65  0.07
H 1.58 -4.42 3.06  0.07



Entry 4:
Entry from the OMol25 dataset: a 6-piece molecular cluster, C16H25FN9O4P overall at a distorted geometry (ωB97M-V/def2-TZVPD).

Results
* electronic energy: -1859.19653 a.u.
* lowest unoccupied orbital energy: -0.62 eV
* SMILES: [H]/N=C(/C)COC(=O)N([PH2]=N)C(=O)NC(=O)F.CC#N.CC#N.CC#N.CC#N.CC#N
* strongest force on any atom: 10.3 eV/A
* frontier orbital gap: 0.277 hartree

Last column: natural (NBO) charge in e.
Atoms and positions in Å:
H 6.79 1.52 -1.36  0.32
N 6.72 1.18 -0.36  -0.62
C 5.39 0.78 -0.21  0.30
C 4.82 0.18 1.23  -0.70
C 4.43 0.95 -1.56  -0.15
O 3.33 -0.01 -1.42  -0.53
C 2.07 0.62 -1.85  0.88
O 2.07 1.19 -3.09  -0.57
N 0.77 0.63 -1.08  -0.79
P 0.46 -0.98 -0.30  1.32
N -1.07 -0.89 0.33  -1.28
C 0.77 1.74 0.00  0.80
O 0.91 1.27 1.27  -0.51
N 0.56 3.20 -0.33  -0.65
C 1.68 4.08 0.17  0.95
O 2.39 3.92 1.30  -0.51
F 2.01 5.30 -0.65  -0.36
H 4.92 1.08 2.00  0.24
H 5.48 -0.70 1.64  0.26
H 3.67 -0.11 1.17  0.25
H 4.00 2.06 -1.56  0.21
H 5.08 0.77 -2.53  0.22
H 0.55 -2.09 -1.24  0.06
H 1.38 -1.27 0.79  0.00
H -1.64 -1.65 -0.13  0.38
H 0.40 3.38 -1.35  0.45
C -0.80 6.15 -4.02  -0.71
C -1.20 5.30 -2.82  0.31
N -1.54 4.60 -1.83  -0.37
H -0.27 5.53 -4.75  0.26
H -1.69 6.57 -4.49  0.26
H -0.14 6.96 -3.70  0.26
C 1.69 -2.18 4.63  -0.71
C 2.61 -2.30 3.42  0.31
N 3.36 -2.40 2.42  -0.36
H 0.66 -2.40 4.34  0.26
H 2.00 -2.89 5.40  0.25
H 1.74 -1.17 5.03  0.26
C -4.61 -3.44 1.83  -0.72
C -3.69 -3.56 0.62  0.32
N -2.94 -3.66 -0.38  -0.38
H -5.64 -3.66 1.54  0.28
H -4.30 -4.15 2.60  0.25
H -4.56 -2.43 2.24  0.25
C -7.95 -2.55 4.72  -0.71
C -7.92 -3.06 3.29  0.30
N -7.89 -3.48 2.10  -0.36
H -7.66 -1.50 4.75  0.26
H -8.96 -2.65 5.13  0.26
H -7.26 -3.13 5.34  0.26
C -0.44 -1.57 -5.12  -0.71
C 0.36 -2.15 -3.97  0.34
N 1.03 -2.63 -3.01  -0.40
H 0.07 -0.70 -5.53  0.26
H -0.57 -2.32 -5.90  0.26
H -1.43 -1.26 -4.76  0.26



Entry 5:
Entry from the OMol25 dataset: a 9-piece molecular cluster, C33H84O21S7 overall at a distorted geometry (ωB97M-V/def2-TZVPD).

Results
* electronic energy: -5674.96946 a.u.
* lowest unoccupied orbital energy: 0.13 eV
* energy relative to the best compared isomer or geometry (same formula, charge and spin): 0.000 eV
* SMILES: CCOS(C)(=O)=O.CCOS(C)(=O)=O.CCOS(C)(=O)=O.CCOS(C)(=O)=O.CCOS(C)(=O)=O.CCOS(C)(=O)=O.CCOS(C)(=O)=O.CCCCCC.CCCCCC
* strongest force on any atom: 3.0 eV/A
* frontier orbital gap: 0.383 hartree

Last column: Löwdin charge in e.
Atoms and positions in Å:
C -3.99 5.59 -4.04  -0.04
C -2.93 4.53 -3.72  -0.28
O -1.63 5.11 -3.89  -0.28
S -0.37 4.13 -3.89  0.58
C -0.35 3.67 -5.62  -0.09
O 0.75 4.97 -3.62  -0.25
O -0.62 2.99 -3.06  -0.27
H -3.78 6.00 -5.02  0.09
H -3.94 6.36 -3.27  0.07
H -4.96 5.09 -4.06  0.08
H -3.08 3.98 -2.80  0.10
H -3.09 3.85 -4.58  0.11
H -1.27 4.05 -6.04  0.06
H -0.25 2.60 -5.80  0.07
H 0.53 4.18 -6.02  0.07
C -5.67 -0.89 2.34  -0.07
C -4.76 -0.91 1.14  -0.27
O -4.69 -2.16 0.44  -0.26
S -4.38 -3.48 1.27  0.58
C -3.81 -4.41 -0.11  -0.11
O -3.30 -3.20 2.18  -0.29
O -5.58 -4.08 1.76  -0.25
H -6.59 -1.46 2.23  0.09
H -5.97 0.14 2.58  0.08
H -5.10 -1.18 3.23  0.07
H -5.03 -0.15 0.40  0.12
H -3.75 -0.56 1.38  0.11
H -2.88 -3.99 -0.48  0.06
H -4.63 -4.50 -0.82  0.08
H -3.63 -5.44 0.21  0.07
C 1.32 -4.01 0.45  -0.05
C 0.67 -3.77 1.80  -0.26
O 0.62 -4.94 2.62  -0.25
S -0.59 -5.95 2.46  0.57
C -1.63 -5.41 3.78  -0.13
O -1.27 -5.67 1.23  -0.28
O -0.20 -7.27 2.79  -0.25
H 0.70 -4.54 -0.26  0.08
H 2.31 -4.44 0.55  0.07
H 1.46 -3.03 -0.02  0.08
H 1.30 -3.04 2.32  0.10
H -0.32 -3.34 1.64  0.10
H -1.22 -5.62 4.77  0.08
H -2.63 -5.83 3.68  0.08
H -1.75 -4.33 3.80  0.03
C 4.35 -5.39 2.70  -0.06
C 3.79 -4.24 3.54  -0.25
O 4.02 -2.96 2.92  -0.27
S 5.41 -2.24 3.23  0.57
C 4.98 -1.38 4.73  -0.10
O 6.40 -3.23 3.53  -0.26
O 5.67 -1.21 2.28  -0.27
H 3.92 -5.35 1.70  0.06
H 4.07 -6.34 3.13  0.09
H 5.42 -5.29 2.52  0.07
H 2.71 -4.37 3.50  0.10
H 4.14 -4.32 4.57  0.12
H 4.42 -0.48 4.48  0.06
H 5.88 -1.27 5.32  0.07
H 4.27 -2.01 5.27  0.06
C -1.28 -1.22 -0.51  -0.06
C -0.45 -0.13 -1.15  -0.23
O 0.83 -0.04 -0.51  -0.26
S 0.96 0.95 0.76  0.59
C 2.23 0.05 1.59  -0.10
O 1.42 2.21 0.29  -0.25
O -0.27 0.86 1.49  -0.29
H -1.23 -1.13 0.58  0.06
H -0.89 -2.24 -0.65  0.07
H -2.34 -1.18 -0.74  0.06
H -0.31 -0.39 -2.20  0.12
H -0.96 0.84 -1.14  0.10
H 1.66 -0.65 2.20  0.03
H 2.74 0.70 2.29  0.09
H 2.84 -0.54 0.91  0.06
C -1.97 3.42 0.04  -0.05
C -2.60 4.81 0.05  -0.25
O -1.87 5.58 -0.93  -0.29
S -1.55 7.10 -0.50  0.58
C -1.19 7.74 -2.11  -0.10
O -2.74 7.70 0.02  -0.28
O -0.37 7.07 0.31  -0.26
H -0.90 3.51 0.20  0.08
H -2.20 3.06 -0.96  0.05
H -2.50 2.78 0.75  0.08
H -3.62 4.73 -0.35  0.12
H -2.73 5.31 1.01  0.12
H -1.91 7.31 -2.80  0.04
H -0.18 7.43 -2.37  0.07
H -1.33 8.81 -2.04  0.08
C -1.09 1.04 7.32  -0.06
C -0.37 0.47 6.12  -0.27
O -0.33 -0.96 6.23  -0.25
S -0.05 -1.84 4.93  0.58
C -1.43 -1.37 3.91  -0.12
O 1.17 -1.32 4.39  -0.27
O -0.28 -3.16 5.37  -0.25
H -0.80 2.09 7.40  0.08
H -0.77 0.56 8.25  0.08
H -2.17 0.94 7.23  0.08
H -0.83 0.76 5.18  0.11
H 0.64 0.89 6.11  0.12
H -1.21 -0.39 3.49  0.05
H -2.43 -1.52 4.28  0.09
H -1.38 -2.00 3.02  0.03
C 9.11 1.39 -0.80  -0.12
C 8.45 2.52 -1.58  -0.27
C 6.95 2.36 -1.79  -0.24
C 6.05 2.40 -0.57  -0.23
C 4.69 1.74 -0.75  -0.26
C 4.74 0.26 -1.09  -0.10
H 8.43 0.91 -0.08  0.06
H 9.93 1.72 -0.16  0.07
H 9.43 0.57 -1.44  0.07
H 8.57 3.43 -0.98  0.10
H 8.97 2.67 -2.53  0.10
H 6.81 1.39 -2.29  0.10
H 6.63 2.98 -2.64  0.11
H 6.57 2.10 0.34  0.11
H 5.92 3.46 -0.34  0.11
H 4.20 1.87 0.22  0.09
H 4.05 2.36 -1.38  0.11
H 3.73 -0.14 -0.98  0.05
H 5.18 -0.05 -2.03  0.07
H 5.20 -0.30 -0.26  0.07
C -3.80 -2.94 -6.04  -0.10
C -2.35 -2.49 -5.84  -0.26
C -2.18 -1.62 -4.58  -0.23
C -2.97 -0.30 -4.55  -0.22
C -4.06 -0.30 -3.49  -0.25
C -4.87 1.01 -3.41  -0.09
H -4.51 -2.25 -5.58  0.05
H -3.99 -3.90 -5.55  0.07
H -4.02 -3.10 -7.09  0.07
H -1.73 -3.38 -5.72  0.10
H -1.96 -1.92 -6.68  0.10
H -1.12 -1.35 -4.57  0.10
H -2.29 -2.29 -3.72  0.11
H -2.25 0.49 -4.31  0.10
H -3.34 -0.01 -5.54  0.12
H -4.77 -1.10 -3.65  0.10
H -3.55 -0.41 -2.53  0.08
H -5.83 0.92 -3.91  0.07
H -5.01 1.26 -2.35  0.06
H -4.40 1.90 -3.84  0.05



Entry 6:
Entry from the OMol25 dataset: C2H3N3O as an isolated structure (ωB97M-V/def2-TZVPD).

Results
* electronic energy: -317.34347 a.u.
* lowest unoccupied orbital energy: -0.01 eV
* energy relative to the best compared isomer or geometry (same formula, charge and spin): 5.139 eV
* strongest force on any atom: 0.8 eV/A
* frontier orbital gap: 0.309 hartree

Last column: natural (NBO) charge in e.
Atoms and positions in Å:
O -2.22 -0.10 -0.31  -0.64
C -0.92 -0.23 -0.06  0.47
N -0.19 -1.25 0.26  -0.38
N 2.27 0.13 0.01  -0.44
N 1.03 0.07 0.09  0.12
C 0.02 0.86 -0.16  -0.20
H -2.68 -0.94 -0.22  0.50
H 2.70 -0.47 0.72  0.35
H -0.01 1.92 -0.33  0.22